No. 1
# C4H11N5

A 2-piece molecular cluster, C4H11N5 overall at a distorted geometry (wB97M-V/def2-TZVPD, the Open Molecules 2025 dataset).

largest force on an atom	4.37	eV/A
orbital gap	7.99	eV
HOMO level	-0.6326	hartree
total energy	-431.9732	Eh
energy relative to the best compared isomer or geometry (same formula, charge and spin)	4.8256	eV

Structure (ORCA input):
```
! wB97M-V def2-TZVPD RIJCOSX def2/J DEFGRID3
* xyz 2 1
C -2.2725 -0.1058 0.1133
C -0.8886 -0.1129 0.0275
C 0.0499 0.9228 -0.1352
C 1.8027 -0.4311 -1.2211
N -0.4372 2.0491 -0.1639
N 0.0659 -2.0936 0.2808
N 2.1825 0.4516 0.9124
N -2.8875 1.0153 0.1325
N 1.5695 0.4227 -0.2848
H -2.8093 -0.9768 0.2482
H 2.8278 -0.9509 -1.1654
H -0.6878 -2.7588 0.3926
H 1.2199 -0.4671 -2.1275
H 0.0464 2.9106 -0.1349
H 0.6408 -2.0872 1.1003
H 0.5470 -2.0981 -0.6789
H 3.1254 0.0383 0.8861
H 2.2099 1.3722 1.4489
H -3.9093 1.0301 0.2966
H -2.3954 1.8695 0.0728
*
```

Partial charges, Löwdin, in e: C -0.10; C 0.12; C -0.31; C 0.12; N 0.24; N 0.22; N 0.15; N 0.20; N -0.12; H 0.13; H 0.17; H 0.11; H 0.14; H 0.12; H 0.09; H 0.11; H 0.15; H 0.19; H 0.18; H 0.09

---

No. 2
# C8H10S

C8H10S as an isolated structure at a distorted geometry (wB97M-V/def2-TZVPD, the Open Molecules 2025 dataset).

largest force on an atom	4.90	eV/A
orbital gap (alpha / beta)	7.48 / 7.48	eV
HOMO level (alpha / beta)	-0.3056 / -0.3056	hartree
total energy	-708.8086	Eh
energy relative to the best compared isomer or geometry (same formula, charge and spin)	5.9684	eV

Structure (ORCA input):
```
! wB97M-V def2-TZVPD RIJCOSX def2/J DEFGRID3
* xyz 0 1
C -0.3672 -1.9888 -0.6272
C -1.3287 -1.2129 -0.5507
C 1.0221 -1.6392 -0.3742
C -0.0985 0.6571 -0.6174
C -1.3805 0.0696 -0.0919
C 0.9129 -0.2072 0.2658
C -2.7031 0.7919 0.2939
C 2.2913 0.4409 0.4106
S -0.0323 -0.2124 1.8166
H 1.4752 -2.2622 0.3839
H 1.5160 -1.4836 -1.4474
H -0.0106 0.4508 -1.6518
H 0.0768 1.7574 -0.4340
H -2.5510 1.6845 0.8499
H -3.3072 0.0552 0.8472
H -3.3785 1.1204 -0.5019
H 2.6562 0.3150 1.4333
H 2.1566 1.4720 0.3324
H 3.0505 0.1915 -0.3372
*
```

Partial charges, Löwdin, in e: C 0.01; C -0.04; C -0.18; C -0.16; C -0.39; C -0.80; C -0.05; C -0.10; S 0.77; H 0.11; H 0.17; H 0.10; H 0.14; H 0.06; H 0.09; H 0.08; H 0.07; H 0.04; H 0.09

---

No. 3
# C22H44BiN3O2P3

C22H44BiN3O2P3 as an isolated structure at a distorted geometry (wB97M-V/def2-TZVPD, the Open Molecules 2025 dataset).

largest force on an atom	3.87	eV/A
orbital gap	5.11	eV
HOMO level	-0.5337	hartree
total energy	-2417.1961	Eh
energy relative to the best compared isomer or geometry (same formula, charge and spin)	0.0000	eV

Structure (ORCA input):
```
! wB97M-V def2-TZVPD RIJCOSX def2/J DEFGRID3
* xyz 3 1
Bi -0.1531 0.2703 0.3786
P 2.0395 1.6785 1.1717
P -0.4868 -1.4898 3.4060
P 0.8973 0.2906 -2.2299
H -5.2881 -0.1156 0.4774
C -5.0339 -0.2372 -0.5818
C -4.6263 -1.4164 -1.0870
H -4.5213 -2.3092 -0.4577
C 1.7475 3.4105 1.6590
C 2.7771 0.9147 2.6566
C 3.4432 1.7370 0.0120
C -1.9766 -2.0458 2.5597
C -0.0630 -2.7049 4.6553
C -0.7593 0.1020 4.2017
C -0.5498 -0.1486 -3.2585
C 2.1794 -0.8654 -2.8353
C 1.3709 1.8913 -2.9753
H -5.1020 0.6555 -1.2142
H -4.4532 -1.5344 -2.1638
H 2.7100 3.9322 1.7663
H 1.2144 3.4387 2.6202
H 1.1372 3.9247 0.9035
H 3.7696 1.3599 2.8219
H 2.8914 -0.1670 2.5042
H 2.1518 1.0961 3.5419
H 4.3486 1.9962 0.5812
H 3.2768 2.4972 -0.7621
H 3.5927 0.7576 -0.4636
H -2.7998 -2.1103 3.2871
H -1.8074 -3.0435 2.1312
H -2.2795 -1.3632 1.7503
H -0.6458 -2.5168 5.5681
H 1.0086 -2.6291 4.8820
H -0.2848 -3.7128 4.2804
H -1.4075 -0.0468 5.0782
H -1.2475 0.8166 3.5233
H 0.1956 0.5287 4.5405
H -0.2571 -0.0938 -4.3171
H -1.3660 0.5624 -3.0688
H -0.9090 -1.1615 -3.0290
H 2.5496 -0.5159 -3.8104
H 1.7697 -1.8768 -2.9562
H 3.0201 -0.9004 -2.1302
H 1.2939 1.8055 -4.0687
H 2.4006 2.1526 -2.7035
H 0.6964 2.6863 -2.6327
C -1.6590 3.0426 -1.0177
C -1.4537 4.0193 -0.0011
C -1.6018 5.3645 -0.3070
C -2.0770 5.7571 -1.5644
C -2.4202 4.7923 -2.5181
C -2.2434 3.4442 -2.2479
O -1.2335 1.8085 -0.8878
H 0.5979 -1.4052 2.4770
H -1.1246 3.6801 0.9839
H -1.3512 6.1137 0.4472
H -2.1968 6.8164 -1.7940
H -2.8305 5.0917 -3.4830
H -2.4826 2.6662 -2.9709
C 3.3283 -3.8839 0.1640
N 1.9563 -3.6715 -0.3005
C 1.3172 -4.6122 -1.0596
C 0.0497 -4.3625 -1.5057
C -0.5578 -3.1466 -1.1553
N 0.0533 -2.2609 -0.3494
C 1.3539 -2.4785 0.0058
O 2.0059 -1.5788 0.6036
N -1.7412 -2.7620 -1.7097
H 3.6348 -4.8854 -0.1444
H 3.3804 -3.8058 1.2545
H 4.0076 -3.1444 -0.2739
H 1.8953 -5.5135 -1.2547
H -0.4900 -5.0669 -2.1296
H -2.2636 -3.4602 -2.2251
H -2.3182 -2.0578 -1.2485
*
```

Partial charges, Löwdin, in e: Bi 1.56; P 0.70; P 0.84; P 0.79; H 0.06; C -0.04; C -0.12; H 0.05; C -0.22; C -0.24; C -0.23; C -0.22; C -0.18; C -0.19; C -0.23; C -0.21; C -0.20; H 0.07; H 0.06; H 0.08; H 0.06; H 0.04; H 0.08; H 0.04; H 0.04; H 0.08; H 0.05; H 0.04; H 0.09; H 0.07; H 0.02; H 0.09; H 0.08; H 0.08; H 0.09; H 0.06; H 0.06; H 0.08; H 0.04; H 0.02; H 0.08; H 0.05; H 0.04; H 0.08; H 0.04; H 0.06; C -0.44; C -0.06; C -0.08; C -0.07; C -0.07; C -0.03; O -0.47; H -0.01; H 0.08; H 0.12; H 0.12; H 0.12; H 0.10; C 0.03; N -0.03; C 0.04; C 0.03; C -0.36; N 0.02; C -0.57; O -0.13; N 0.17; H 0.11; H 0.11; H 0.11; H 0.16; H 0.14; H 0.14; H 0.07

---

No. 4
# C17H17ClO4S

One molecule with the formula C17H17ClO4S (wB97M-V/def2-TZVPD, the Open Molecules 2025 dataset).

largest force on an atom	0.93	eV/A
orbital gap	9.72	eV
HOMO level	-0.3387	hartree
total energy	-1817.3574	Eh
structure (SMILES)	Cc1ccc(S(=O)(=O)CCC(=O)OCc2ccc(Cl)cc2)cc1

Structure (ORCA input):
```
! wB97M-V def2-TZVPD RIJCOSX def2/J DEFGRID3
* xyz 0 1
C 1.4292 -2.4201 -2.8449
C 0.5047 -2.4891 -1.6688
C 0.9788 -2.3199 -0.3730
C 0.1116 -2.3654 0.7062
C -1.2305 -2.5946 0.4830
S -2.3660 -2.6020 1.8674
O -3.3365 -3.6471 1.6841
O -1.6018 -2.5958 3.0883
C -3.2357 -0.9938 1.7606
C -2.2099 0.1095 1.9048
C -1.5008 0.3726 0.5914
O -2.0030 0.2452 -0.4948
O -0.2548 0.7955 0.7975
C 0.5292 1.1291 -0.3449
C 1.3111 2.3956 -0.1280
C 1.0095 3.2721 0.9044
C 1.7325 4.4399 1.0727
C 2.7634 4.7348 0.1964
Cl 3.6687 6.1920 0.3975
C 3.0780 3.8706 -0.8415
C 2.3520 2.7053 -0.9964
C -1.7225 -2.7873 -0.7939
C -0.8535 -2.7291 -1.8660
H 1.4400 -3.3738 -3.3705
H 1.0907 -1.6600 -3.5474
H 2.4441 -2.1852 -2.5347
H 2.0337 -2.1545 -0.2042
H 0.4583 -2.2352 1.7194
H -3.9608 -0.9983 2.5693
H -3.7398 -0.9590 0.7987
H -1.4789 -0.1617 2.6683
H -2.6891 1.0461 2.2045
H -0.1418 1.2345 -1.2085
H 1.2064 0.2902 -0.5427
H 0.2084 3.0357 1.5868
H 1.4970 5.1175 1.8779
H 3.8840 4.1093 -1.5171
H 2.5943 2.0289 -1.8026
H -2.7738 -2.9845 -0.9296
H -1.2265 -2.8680 -2.8696
*
```

Partial charges, Löwdin, in e: C -0.04; C -0.27; C -0.04; C -0.05; C -0.29; S 0.70; O -0.31; O -0.31; C -0.19; C -0.11; C -0.50; O 0.12; O 0.01; C -0.10; C -0.18; C -0.02; C -0.10; C -0.68; Cl 0.67; C -0.10; C -0.03; C -0.05; C -0.02; H 0.09; H 0.08; H 0.08; H 0.12; H 0.12; H 0.11; H 0.11; H 0.12; H 0.14; H 0.14; H 0.12; H 0.12; H 0.11; H 0.10; H 0.12; H 0.12; H 0.12

---

No. 5
# C3H10NO

A 2-piece molecular cluster, C3H10NO overall at a distorted geometry (wB97M-V/def2-TZVPD, the Open Molecules 2025 dataset).

largest force on an atom	5.93	eV/A
orbital gap	9.43	eV
HOMO level	-0.4811	hartree
total energy	-249.9527	Eh
energy relative to the best compared isomer or geometry (same formula, charge and spin)	2.7519	eV

Structure (ORCA input):
```
! wB97M-V def2-TZVPD RIJCOSX def2/J DEFGRID3
* xyz 1 1
C 0.6974 -1.3883 -1.4386
N -0.6640 -1.1589 -0.7880
H 0.5348 -1.0227 -2.4859
H 0.7984 -2.4647 -1.2940
H 1.5601 -0.8219 -0.8858
H -1.2723 -2.0447 -0.6548
H -0.3260 -0.5536 -0.0835
H -1.1606 -0.4090 -1.2094
C -0.3933 1.2418 2.0496
C 0.4833 1.4515 1.0335
O 0.1571 1.4767 -0.2255
H -1.4498 1.5473 2.0813
H 0.0097 0.6484 2.9366
H 1.5419 1.3076 1.3109
H -0.5169 2.1905 -0.3465
*
```

Partial charges, Löwdin, in e: C 0.00; N 0.12; H 0.12; H 0.10; H 0.14; H 0.23; H 0.07; H 0.13; C 0.03; C -0.34; O -0.03; H 0.07; H 0.09; H 0.13; H 0.16

---

No. 6
# C3H5NS

One molecule with the formula C3H5NS at a distorted geometry (wB97M-V/def2-TZVPD, the Open Molecules 2025 dataset).

largest force on an atom	4.48	eV/A
orbital gap	8.63	eV
HOMO level	-0.3141	hartree
total energy	-570.0728	Eh
structure (SMILES)	S=CN1CC1
energy relative to the best compared isomer or geometry (same formula, charge and spin)	4.4016	eV

Structure (ORCA input):
```
! wB97M-V def2-TZVPD RIJCOSX def2/J DEFGRID3
* xyz 0 1
S -1.4054 0.2775 0.7850
C -0.4121 0.7932 -0.2887
N 0.4556 -0.1713 -0.9311
C 0.8082 -1.1582 0.1079
C 1.8941 -0.0317 -0.6233
H -0.2840 1.7680 -0.6584
H 0.5579 -2.0144 -0.4700
H 0.3765 -0.9584 1.2997
H 2.8154 -0.6825 -1.2513
H 2.0901 1.0265 -0.1370
*
```

Partial charges, Löwdin, in e: S 0.75; C -0.72; N -0.24; C -0.18; C -0.09; H 0.05; H 0.07; H 0.10; H 0.15; H 0.12

---

No. 7
# C9H14

A 2-piece molecular cluster, C9H14 overall at a distorted geometry (wB97M-V/def2-TZVPD, the Open Molecules 2025 dataset).

largest force on an atom	1.74	eV/A
orbital gap	10.05	eV
HOMO level	-0.3318	hartree
total energy	-351.3168	Eh
structure (SMILES)	Cc1ccccc1.CC
energy relative to the best compared isomer or geometry (same formula, charge and spin)	0.3658	eV

Structure (ORCA input):
```
! wB97M-V def2-TZVPD RIJCOSX def2/J DEFGRID3
* xyz 0 1
C 0.0184 2.0342 1.4813
C -0.5294 1.2043 0.3565
C -0.8014 -0.1557 0.5219
C -1.2789 -0.9161 -0.5278
C -1.6045 -0.3233 -1.7391
C -1.3874 1.0392 -1.9030
C -0.8327 1.7876 -0.8706
H 1.0157 1.7143 1.7831
H -0.5967 1.8450 2.3610
H 0.0217 3.1059 1.3204
H -0.6272 -0.5438 1.5212
H -1.3465 -1.9901 -0.4313
H -2.1215 -0.8815 -2.5115
H -1.5624 1.5379 -2.8496
H -0.5228 2.8026 -1.0756
C 1.9306 -2.2691 1.3061
C 2.9857 -1.6084 0.4533
H 1.9103 -3.3607 1.2939
H 1.9228 -2.0633 2.3904
H 0.9220 -1.9744 1.0344
H 2.5958 -0.6961 0.0042
H 3.9190 -1.4165 0.9641
H 3.2451 -2.2543 -0.3929
*
```

Partial charges, Löwdin, in e: C -0.05; C -0.28; C -0.08; C -0.09; C -0.10; C -0.09; C -0.06; H 0.08; H 0.08; H 0.07; H 0.11; H 0.10; H 0.10; H 0.10; H 0.11; C -0.18; C -0.16; H 0.06; H 0.07; H 0.02; H 0.06; H 0.06; H 0.07

---

No. 8
# C5H9NO

A 2-piece molecular cluster, C5H9NO overall at a distorted geometry (wB97M-V/def2-TZVPD, the Open Molecules 2025 dataset).

largest force on an atom	3.94	eV/A
orbital gap (alpha / beta)	7.35 / 8.04	eV
HOMO level (alpha / beta)	-0.2448 / -0.2614	hartree
total energy	-325.7352	Eh
energy relative to the best compared isomer or geometry (same formula, charge and spin)	5.5072	eV

Structure (ORCA input):
```
! wB97M-V def2-TZVPD RIJCOSX def2/J DEFGRID3
* xyz 0 1
C -0.1998 0.4263 -0.3244
C 2.5056 0.1997 0.3217
C -0.1883 1.8299 -0.8054
C 2.6988 -0.8162 1.3398
C -2.3430 -0.6205 -0.1529
N -0.9369 -0.4985 -0.0773
O 3.3304 0.7397 -0.2770
H -0.8897 1.9080 -1.5609
H 0.8260 2.1907 -0.8280
H -0.6904 2.3656 0.0224
H 1.7691 -1.2978 1.8481
H 3.0969 -1.7057 0.8065
H 3.4219 -0.5404 2.0796
H -2.7525 -0.4783 -1.1691
H -2.8375 -0.0169 0.6171
H -2.4381 -1.6327 0.1795
*
```

Partial charges, Löwdin, in e: C -0.16; C -0.30; C -0.07; C -0.09; C -0.13; N -0.04; O 0.09; H 0.05; H 0.06; H 0.09; H 0.10; H 0.09; H 0.07; H 0.09; H 0.09; H 0.06

---

No. 9
# C2H3P

One molecule with the formula C2H3P at a distorted geometry (wB97M-V/def2-TZVPD, the Open Molecules 2025 dataset).

largest force on an atom	2.91	eV/A
orbital gap	10.86	eV
HOMO level	-0.3609	hartree
total energy	-419.2582	Eh
structure (SMILES)	C#CP
energy relative to the best compared isomer or geometry (same formula, charge and spin)	0.1409	eV

Structure (ORCA input):
```
! wB97M-V def2-TZVPD RIJCOSX def2/J DEFGRID3
* xyz 0 1
C -1.1457 -0.7893 0.8551
C -0.2937 -0.0422 0.4662
P 1.2611 0.8890 -0.2245
H -1.9342 -1.3957 1.1976
H 0.5076 1.5122 -1.2273
H 1.6048 -0.1741 -1.0671
*
```

Partial charges, Löwdin, in e: C -0.02; C -0.44; P 0.73; H 0.00; H -0.14; H -0.14